Below is C31H58F7N3O22S4Y as an isolated structure, with properties calculated with ωB97M-V with the def2-TZVPD basis set.

```
126
Properties=species:S:1:pos:R:3:mulliken_charge:R:1
H -21.34948 -18.90754 -12.11921 0.29
H -18.88379 -17.71109 -3.38821 0.32
H -20.20748 -16.78538 -2.68962 0.27
H -5.82986 -24.37975 0.76104 0.38
H -5.85217 -27.40848 1.16362 0.45
O -7.91812 -18.45199 -2.01586 -0.31
H -13.83438 -34.02648 -12.63094 0.29
H -19.80183 -19.09744 -12.90684 0.29
H -24.73600 -24.29123 -2.36718 0.42
H -26.80591 -23.17080 -3.33502 0.35
H -18.40143 -14.78753 1.25519 0.34
H -10.00151 -18.36565 -2.21563 0.27
H -18.33396 -16.49885 1.37082 0.26
C -6.42683 -22.84779 2.86437 -1.44
C -14.87310 -30.24428 -12.24883 -0.19
H -9.29983 -26.15254 -2.28810 0.40
H -19.30712 -14.30475 -10.70052 0.27
C -13.49330 -33.44793 -13.48945 -0.96
C -13.55103 -32.00282 -13.18474 0.70
C -25.00302 -23.98565 -1.35553 -0.01
H -12.51023 -33.81022 -13.79013 0.31
H -7.39048 -28.81095 -0.11912 0.34
C -27.11877 -23.23011 -2.29257 -0.09
C -6.82784 -28.08911 -0.71115 -0.76
S -16.03609 -23.03918 -4.80247 1.04
H -9.70908 -27.05344 -0.97937 0.36
O -23.86896 -23.25240 -0.86813 -0.34
H -20.70756 -14.89202 -11.72316 0.30
C -7.39912 -23.73518 2.05827 0.03
C -8.81963 -26.60205 -1.41892 -0.78
C -9.07526 -18.22374 -2.77244 -0.25
O -18.51402 -29.20333 3.08738 -0.51
H -21.00550 -31.09011 -4.49252 0.27
C -16.55617 -15.68728 0.75878 -1.06
S -16.31057 -28.32189 1.66715 1.01
C -7.16533 -19.33964 -2.68277 0.67
H -28.75866 -21.84151 -2.70825 0.37
O -16.65612 -22.11006 -5.69250 -0.52
C -19.12175 -16.86562 -2.74272 -0.98
C -7.68494 -27.58693 -1.92692 -0.63
H -9.30265 -25.79023 1.60728 0.40
O -16.84090 -29.09790 0.57906 -0.49
H -5.78282 -22.35680 2.13479 0.38
C -25.33898 -25.27749 -0.50870 0.78
H -7.00669 -27.10039 -2.62789 0.31
C -8.52722 -26.54580 1.48104 -1.08
H -8.01713 -24.18796 2.83359 0.30
H -16.17414 -15.77818 1.77558 0.36
F -15.51321 -22.09424 -3.62518 -0.30
O -18.18375 -24.48373 -5.87539 -0.51
H -8.87790 -27.42719 0.94412 0.46
O -16.98233 -27.71375 4.51187 -0.54
F -19.05409 -26.94503 3.77087 -0.35
O -26.07558 -23.06034 -1.33488 -0.23
H -20.26985 -18.88478 -9.86880 0.25
H -23.53702 -32.10940 -2.90964 0.30
O -12.60557 -31.21975 -13.40867 -0.56
H -27.69656 -21.24233 -1.46280 0.34
F -24.36503 -26.23088 -0.49257 -0.22
H -27.67380 -24.16784 -2.26600 0.28
H -15.01672 -29.54154 -13.06958 0.26
S -17.78655 -27.89453 3.32637 1.06
H -13.95360 -30.11751 -11.67738 0.31
O -23.04922 -33.16494 -4.54737 -0.32
H -28.76993 -22.47114 -1.05580 0.33
H -21.10208 -31.39186 -2.77859 0.28
H -16.39826 -31.15769 -10.82892 0.31
H -6.00040 -28.63638 -1.16274 0.41
F -18.47857 -25.68776 -3.76622 -0.34
H -6.74615 -22.05834 3.54475 0.35
H -18.76206 -15.93127 -3.17368 0.31
H -7.92014 -23.11028 1.33291 0.27
C -9.07485 -19.32256 -3.73313 -0.32
H -23.26574 -31.15839 -4.39298 0.23
F -15.39118 -27.26184 0.84497 -0.29
C -6.24151 -26.98369 0.23839 -0.50
O -16.38730 -25.95697 -5.03401 -0.52
C -8.13786 -25.45991 -0.56764 -0.72
O -20.88404 -33.06877 -3.99834 -0.30
H -16.96251 -29.94955 -11.98419 0.29
C -18.66195 -17.02254 -1.32416 0.73
O -19.93195 -17.23595 -10.83330 -0.32
H -6.01626 -25.45632 2.11700 0.45
C -19.69983 -18.63488 -10.76363 -0.20
H -8.84686 -24.69145 -0.25965 0.50
H -5.46586 -26.47624 -0.33515 0.39
O -14.83101 -31.61802 -12.73395 -0.29
H -19.14994 -14.59916 -12.37061 0.34
O -6.09406 -19.81223 -2.39809 -0.55
F -25.36547 -24.88199 0.80485 -0.24
H -9.14405 -17.25908 -3.27523 0.27
H -9.75179 -20.10331 -3.38632 0.25
N -7.38323 -25.96103 0.66173 0.10
C -18.02648 -15.66880 0.73475 -0.19
O -7.73911 -19.68577 -3.83281 -0.31
C -21.87522 -33.81532 -4.52998 0.67
C -6.57470 -24.85778 1.39729 -0.91
C -22.91259 -31.99941 -3.79625 -0.30
H -16.28784 -29.40282 -10.62913 0.36
C -19.03964 -16.40882 -11.42586 0.71
H -16.17619 -16.52349 0.17188 0.27
C -20.33510 -19.27901 -11.97370 -1.08
H -14.16524 -33.58094 -14.33732 0.27
O -17.92754 -16.73855 -11.89082 -0.58
H -5.62760 -23.41109 3.34607 0.37
O -18.52777 -15.79997 -0.66571 -0.33
C -21.37375 -31.80016 -3.75203 -0.30
F -26.57899 -25.79206 -0.78475 -0.20
N -17.35089 -26.96516 2.22941 -0.21
C -19.64876 -14.98432 -11.48127 -0.99
S -17.38505 -24.90799 -4.75027 1.07
H -16.25746 -14.82187 0.16722 0.29
C -16.13645 -30.22500 -11.32856 -1.11
H -8.19173 -26.84453 2.47417 0.32
O -18.43555 -18.10440 -0.77394 -0.60
N -17.08237 -23.79191 -3.69777 -0.21
H -18.68877 -18.96533 -10.52554 0.33
O -15.25201 -29.00165 2.48899 -0.51
Y -18.11260 -22.77385 0.63041 1.39
O -14.76693 -23.65182 -5.18384 -0.53
H -7.35708 -24.91071 -1.09383 0.47
H -8.13160 -28.44547 -2.42843 0.37
O -21.70080 -34.86747 -5.08243 -0.53
H -20.34196 -20.36626 -11.89666 0.38
H -9.32354 -18.90352 -4.70815 0.29
C -28.12690 -22.15418 -1.87687 -1.27
```

## Properties
- energy (eV) = -145981.015
- gap between HOMO and LUMO (eV) = 1.73
- strongest force on any atom (eV/A) = 10.70
- net charge = +1